Density functional theory data (ωB97M-V/def2-TZVPD) for a structure of composition C28H41FeN5O2P2 in a non-equilibrium geometry.

Structure (XYZ):
```
79
Properties=species:S:1:pos:R:3:forces:R:3
Fe 13.76574 22.10494 7.77618 -0.31 -1.83 0.69
C 17.31782 22.88574 7.90597 -0.14 -2.60 0.10
P 15.75554 22.53195 6.91167 2.35 0.82 0.52
C 16.50209 21.75337 5.42673 -0.11 1.98 -1.77
C 15.43814 24.29620 6.39423 1.02 -0.05 -1.65
C 14.13839 24.50151 5.66714 -1.39 -0.02 -0.63
P 12.78894 23.45246 6.38751 -0.30 0.73 -0.07
C 11.83237 22.83567 4.98104 -0.47 0.33 -0.23
C 11.69987 24.62878 7.20466 -0.72 1.08 -1.17
H 17.11369 22.91357 8.98957 0.01 0.02 -0.39
H 17.74536 23.81510 7.61575 0.63 0.60 -0.36
H 18.02185 21.98776 7.71907 -0.86 1.64 0.35
H 17.11242 20.87198 5.53134 -0.06 -0.37 0.45
H 17.10808 22.50013 4.80572 -0.50 -0.77 1.17
H 15.66487 21.57491 4.74795 -0.04 -0.52 -0.01
H 16.24503 24.65526 5.70985 -0.22 -0.42 0.59
H 15.52571 24.92147 7.25175 -0.08 0.37 0.99
H 14.24031 24.33500 4.58538 0.02 -0.32 0.28
H 13.71354 25.50073 5.71886 0.46 0.45 0.15
H 12.13453 23.47327 4.11552 -0.25 -1.13 0.23
H 10.74172 22.95672 5.11950 0.56 0.04 0.12
H 12.02518 21.74966 4.95541 0.08 0.54 -0.82
H 11.13033 25.16668 6.41320 0.49 0.20 0.53
H 12.26243 25.32966 7.83192 -0.22 -0.11 -0.10
H 10.92572 24.10513 7.73786 -0.01 -0.30 0.52
C 8.26836 10.10882 7.82886 -0.43 0.02 0.62
O 7.28430 11.11591 7.67294 -1.02 1.42 -0.29
C 7.58845 12.37485 7.27372 -0.22 -0.42 0.53
C 8.84995 12.63460 6.74686 0.07 0.39 0.51
C 9.20982 13.92632 6.48475 -1.77 1.39 -0.14
C 8.23361 14.97750 6.58191 0.79 -0.53 -0.36
C 6.92146 14.70971 7.09084 1.51 0.70 -1.16
C 6.64999 13.42538 7.46780 -1.63 -0.88 0.89
N 8.59734 16.29918 6.32139 -2.39 -1.26 1.17
N 9.77421 16.60957 6.07185 1.98 1.03 0.80
C 10.00588 17.95871 6.46570 -1.30 -0.55 -2.24
C 8.88000 18.78026 6.67826 0.78 1.48 1.71
C 9.08662 20.03537 7.23425 0.46 -0.18 -0.88
C 10.41977 20.62409 7.33344 0.14 2.21 0.66
O 10.53852 21.83975 7.72056 0.14 -2.47 -0.48
C 11.58844 19.81918 6.92962 1.59 -1.88 -0.04
N 12.93348 20.18390 7.15753 -1.80 -0.30 0.40
C 13.88530 19.30732 6.84952 -0.59 0.07 -1.30
C 13.67312 18.13253 6.09913 -1.24 -0.38 1.04
C 12.36437 17.67152 5.95271 1.09 0.30 0.00
C 11.33346 18.49199 6.42287 -0.24 0.91 0.74
H 7.71231 9.25432 8.21063 0.23 0.01 -0.11
H 9.00093 10.43171 8.54359 0.37 0.12 0.64
H 8.80188 9.86260 6.94097 0.07 -0.27 -1.01
H 9.49697 11.79091 6.74394 0.83 -0.12 -0.43
H 10.13656 14.32882 6.16147 1.06 -0.55 -0.25
H 6.23296 15.56359 7.09323 0.07 -0.64 0.40
H 5.67641 13.21647 7.98869 1.09 -0.05 -0.78
H 7.92070 18.31593 6.52433 -0.19 0.32 0.08
H 8.32187 20.76274 7.51824 -0.06 -0.53 -0.23
H 14.90197 19.59422 7.07891 0.03 0.11 0.15
H 14.52782 17.52955 5.87974 0.27 -0.27 -0.41
H 12.05166 16.70333 5.53814 0.58 0.46 0.13
C 12.22616 21.59982 11.90286 -0.64 -0.87 -1.10
C 12.31046 21.85276 10.33948 -0.16 1.01 -0.38
N 13.73052 22.13613 9.91817 -1.14 0.66 2.03
C 14.08364 23.39374 10.64748 0.78 1.78 -1.70
C 13.94660 23.30607 12.15876 -0.40 0.11 0.83
N 13.59291 21.85824 12.47680 -1.43 1.47 0.04
C 14.58627 20.95183 11.98375 1.86 -1.42 0.00
C 14.55079 21.03763 10.44045 0.52 -0.65 -0.28
H 11.91449 20.54826 12.13698 0.49 0.92 -0.13
H 11.51300 22.28348 12.38559 0.33 -0.24 -0.15
H 11.72392 22.77452 10.05203 0.43 -1.18 0.32
H 11.97643 21.02796 9.69396 -0.19 0.13 0.67
H 13.42507 24.25073 10.29908 0.67 -1.24 0.11
H 15.11961 23.71801 10.36431 -0.79 -0.56 0.21
H 13.03589 23.85596 12.49846 1.03 -0.12 -0.05
H 14.87885 23.64769 12.70440 -1.22 -0.65 -0.45
H 13.48868 21.78950 13.46268 0.12 -0.17 1.22
H 14.45684 19.91602 12.40020 -0.28 0.97 -0.56
H 15.55650 21.29226 12.40708 -0.49 -0.15 -0.44
H 14.21023 20.10428 9.99043 -0.26 0.03 0.12
H 15.54910 21.16430 10.06684 0.59 0.16 -0.13
```
Forces are in eV/Å.

Computed properties:
relative energy (zero: lowest compared OMol25 entry of this formula, charge and spin) = 0.3 kcal/mol
⟨S²⟩ = 6.13
charge = +2
2S+1 = 5
Kohn-Sham gap (alpha / beta) = 6.519 / 5.445 eV
E = -3461.56528 hartree

Here are the Mulliken charges for atoms 1 to 5, given in e: atom 1 (Fe): -0.181, atom 2 (C): -1.409, atom 3 (P): 1.151, atom 4 (C): -1.362, atom 5 (C): -1.016



Density functional theory data (ωB97M-V/def2-TZVPD) for a cluster of 2 separate species, C6H10FNO2S in total in a non-equilibrium geometry.

Structure (XYZ):
```
21
Properties=species:S:1:pos:R:3:forces:R:3
C -1.56178 -1.76718 -0.32655 -0.61 -0.14 0.01
C -2.17669 -0.44856 0.10162 -0.32 -0.05 0.19
C -1.39603 2.68547 -0.91106 -0.14 -0.15 0.16
C 1.33802 -0.75926 0.17351 1.78 1.05 0.55
C 2.52645 0.07240 0.51904 -0.31 0.04 0.68
C 2.62804 1.03008 1.42905 0.24 0.06 -0.12
H -0.00318 -2.44112 -1.23556 -0.01 -0.04 -0.12
H -1.45425 -2.37609 0.58060 0.05 0.09 -0.13
H -2.30787 -2.26245 -0.96798 0.09 0.09 0.14
H -1.65004 3.72747 -0.75199 0.01 -0.10 0.00
H -0.64540 2.39955 -1.64780 -0.09 0.00 0.10
H 1.07562 -0.62403 -0.87811 1.04 0.65 0.71
H 0.47975 -0.48651 0.79312 0.36 0.08 -0.10
H 1.56245 -1.81992 0.32468 0.12 0.17 0.05
H 3.56322 1.56423 1.58031 -0.20 -0.10 -0.06
H 1.77190 1.29586 2.03743 0.09 -0.10 -0.09
N -2.01985 1.84648 -0.19370 0.17 0.43 -0.21
O -0.33951 -1.57201 -0.99477 -2.82 -1.82 -1.38
O -1.55734 0.55848 -0.52092 0.07 -0.14 -0.08
F 3.60076 -0.25082 -0.23696 0.16 0.01 -0.08
S -3.43429 -0.37208 1.12605 0.32 -0.03 -0.22
```
Forces are in eV/Å.

Computed properties:
SMILES string = C=NOC(=S)CO.C=C(C)F
relative energy (zero: lowest compared OMol25 entry of this formula, charge and spin) = 48.6 kcal/mol
charge = 0
2S+1 = 1
Kohn-Sham gap = 9.012 eV
E = -937.75114 hartree

Here are the Mulliken charges for atoms 1 to 5, given in e: atom 1 (C): -0.496, atom 2 (C): 0.346, atom 3 (C): -0.270, atom 4 (C): -0.708, atom 5 (C): 0.510



Density functional theory data (ωB97M-V/def2-TZVPD) for a structure of composition C26H37AsBrInN5SeSi3 in a non-equilibrium geometry.

Structure (XYZ):
```
75
Properties=species:S:1:pos:R:3:forces:R:3
In 0.85139 -0.41700 -0.45124 1.02 0.67 0.79
Se 2.00389 5.18690 5.05936 -0.10 -0.16 -0.23
N 2.04519 3.44260 5.06976 0.17 -1.36 0.23
C 1.92839 2.98240 3.83676 0.11 1.27 0.50
C 2.00299 1.60340 3.45326 -0.05 -0.79 -0.47
C 2.34369 0.57660 4.34506 -0.10 -0.01 -0.30
C 2.40439 -0.72080 3.87816 -0.01 0.12 -0.04
C 2.07159 -0.97180 2.55036 0.09 -0.44 0.26
N 1.76479 -0.01110 1.69686 -0.62 -0.20 -0.88
C 1.76959 1.26830 2.10226 0.09 0.12 0.99
C 1.60699 2.29890 1.09976 0.01 0.88 0.14
N 1.50689 1.91600 -0.18364 -0.43 -0.99 -0.28
C 1.52179 2.83470 -1.13754 0.06 0.28 -0.48
C 1.59139 4.19950 -0.87504 0.03 -0.09 0.10
C 1.64839 4.62240 0.43616 -0.02 -0.28 -0.02
C 1.66979 3.66310 1.45566 -0.13 -0.48 -0.74
C 1.78279 4.00020 2.84376 0.16 0.57 1.28
N 1.80469 5.23070 3.32346 -0.15 0.31 -1.23
H 2.56849 0.83680 5.36906 0.00 -0.05 0.11
H 2.69989 -1.53590 4.51746 -0.02 -0.10 0.09
H 2.06069 -1.97980 2.15026 0.05 -0.02 0.16
H 1.51629 2.46740 -2.15744 -0.14 0.08 -0.03
H 1.60549 4.90280 -1.69144 0.02 0.05 -0.10
H 1.70549 5.66640 0.70266 -0.01 0.14 0.00
Br 6.47749 1.35620 -0.47604 -0.29 -0.47 -0.11
C 5.40059 -0.17400 -0.77214 -0.06 0.15 0.04
C 5.94019 -1.42730 -1.05344 -0.18 0.37 0.08
C 5.06299 -2.48640 -1.23034 -0.19 0.09 0.02
C 3.69599 -2.26930 -1.13184 0.07 -0.62 -0.18
N 3.18969 -1.06290 -0.87744 -1.44 0.23 0.08
C 4.01819 -0.04270 -0.70124 0.65 0.74 0.12
H 7.01039 -1.55720 -1.13064 0.03 -0.06 0.01
H 5.44039 -3.47350 -1.44584 -0.04 -0.11 -0.01
H 2.98539 -3.07750 -1.26304 0.12 0.00 -0.03
H 3.57099 0.92210 -0.49774 0.17 -0.06 0.01
C -2.08551 2.49210 -0.92444 -0.18 -0.70 0.32
Si -2.71531 1.04360 0.13556 -0.18 0.39 0.14
C -1.97731 1.06650 1.89336 -0.28 -0.16 -0.75
C -4.59681 0.81850 0.06166 0.76 -0.08 0.02
As -1.80761 -1.01570 -0.93054 0.84 0.14 0.17
Si -2.29451 -3.08750 0.50126 0.03 -0.02 -0.19
C -4.15721 -2.84710 0.80136 0.79 0.00 -0.05
C -1.82991 -4.53800 -0.63714 -0.24 0.65 0.38
C -1.11701 -2.81810 1.97926 -0.37 -0.06 -0.63
Si -2.02411 -0.97310 -3.47464 -0.06 -0.08 0.26
C -3.84131 -0.42620 -3.61824 0.76 -0.16 0.09
C -1.66671 -2.77500 -3.94964 -0.18 0.75 0.23
C -0.67151 0.30620 -3.89764 -0.48 -0.53 0.26
H -2.26581 3.43850 -0.42404 -0.10 0.14 0.23
H -2.60151 2.54130 -1.87904 -0.08 -0.07 -0.17
H -1.01621 2.42710 -1.11404 0.07 -0.03 -0.01
H -2.11801 2.03790 2.35706 -0.09 0.27 -0.02
H -0.90631 0.86450 1.88566 0.09 -0.03 0.01
H -2.46271 0.33900 2.53876 -0.04 -0.17 0.04
H -5.09551 1.72240 0.40196 0.04 0.24 0.08
H -4.94181 0.00840 0.69786 0.03 -0.11 0.09
H -4.94281 0.62590 -0.95064 0.01 0.00 -0.15
H -4.64401 -2.45070 -0.08774 -0.04 0.02 -0.11
H -4.36911 -2.18310 1.63706 0.11 0.12 0.05
H -4.63931 -3.79450 1.02936 0.07 -0.26 0.00
H -2.58651 -4.69440 -1.40404 -0.08 0.09 -0.05
H -1.75811 -5.47070 -0.08354 -0.01 -0.08 0.26
H -0.87251 -4.38380 -1.13224 0.08 0.07 0.02
H -0.92121 -1.76220 2.16976 -0.10 0.06 -0.01
H -0.16721 -3.32280 1.80386 0.07 -0.07 -0.10
H -1.53071 -3.23820 2.89116 -0.16 -0.11 0.14
H -4.47251 -0.99070 -2.93074 0.03 -0.08 0.02
H -4.22461 -0.61220 -4.61944 0.07 -0.08 -0.19
H -3.97791 0.63490 -3.41694 0.09 0.08 0.05
H -2.50141 -3.41770 -3.67644 -0.10 0.01 0.08
H -0.77051 -3.15420 -3.46384 0.11 0.03 0.06
H -1.52391 -2.88620 -5.02044 0.01 0.12 -0.24
H -0.76371 1.19910 -3.27884 -0.11 0.03 0.06
H -0.73161 0.62860 -4.93294 -0.06 -0.02 -0.23
H 0.32309 -0.12280 -3.75144 0.00 -0.10 -0.02
```
Forces are in eV/Å.

Computed properties:
charge = +3
2S+1 = 1
Kohn-Sham gap = 6.539 eV
E = -9555.80489 hartree

Here are the Mulliken charges for atoms 1 to 5, given in e: atom 1 (In): 0.975, atom 2 (Se): 0.456, atom 3 (N): -0.837, atom 4 (C): 0.890, atom 5 (C): 0.303



Density functional theory data (ωB97M-V/def2-TZVPD) for a cluster of 2 separate species, C5H14N2Si in total in a non-equilibrium geometry.

Structure (XYZ):
```
22
Properties=species:S:1:pos:R:3:forces:R:3
C -2.13658 2.06425 -0.87840 -0.78 -1.47 0.22
C -3.19966 1.14252 -0.15252 1.91 -0.13 0.15
C 3.43146 -0.19894 -0.19406 0.19 -0.33 -1.33
C 1.42507 -0.72103 1.28749 -1.11 -2.33 -1.50
C 1.96159 -0.61373 -0.11825 1.23 2.19 0.37
N -1.44616 -1.37563 0.18066 -0.92 -0.63 0.42
N 1.22858 -0.64401 -1.14104 -1.63 -0.69 1.27
Si -2.95283 -0.52849 0.28326 0.50 1.36 0.46
H -2.39876 2.03239 -1.93251 0.22 0.25 -0.31
H -2.08662 3.14166 -0.59450 -0.13 -1.00 0.26
H -4.07214 1.62926 0.22501 -0.70 0.05 -0.04
H 3.84252 0.14685 0.70017 0.18 0.49 1.94
H 4.14795 -0.97315 -0.47947 -0.42 -0.32 -0.31
H 3.60350 0.64557 -0.86723 -0.37 -0.23 -0.32
H 0.30640 -0.97915 1.20382 2.12 0.24 0.84
H 1.56080 0.14814 1.88920 0.33 0.72 0.23
H 2.08681 -1.54202 1.64357 -0.87 0.28 0.68
H -1.16252 1.54464 -0.77487 -0.23 0.74 -0.10
H -1.38337 -2.27953 0.70260 0.18 1.31 -1.02
H -0.59358 -1.03851 -0.30586 -0.87 -0.61 -0.02
H 1.70766 -0.46042 -1.97938 0.89 0.15 -1.32
H -3.87014 -1.14068 1.30233 0.29 -0.06 -0.61
```
Forces are in eV/Å.

Computed properties:
SMILES string = C/C=[SiH]\N.CC(C)=N
relative energy (zero: lowest compared OMol25 entry of this formula, charge and spin) = 53.6 kcal/mol
charge = 0
2S+1 = 1
Kohn-Sham gap = 7.836 eV
E = -597.83199 hartree

Here are the Mulliken charges for atoms 1 to 5, given in e: atom 1 (C): -0.656, atom 2 (C): -0.417, atom 3 (C): -1.408, atom 4 (C): -1.028, atom 5 (C): 1.040



Question: What is the E in the fourth record?
Answer: -597.83199 hartree



Question: Which of these has the highest E?
Answer: C5H14N2Si



Question: The highest E belongs to which entry?
Answer: C5H14N2Si